No. 1
C4H7F2N | ωB97M-V with the def2-TZVPD basis set

Structure (ORCA input):
```
! RIJCOSX wB97M-V def2-TZVPD def2/J DEFGRID3
* xyz 0 1
C -0.094 0.327 -1.327
H -0.722 1.174 -1.077
H -1.670 -0.038 0.745
C 0.950 0.531 1.156
N 0.649 0.337 -2.364
H 0.837 -1.321 -0.302
H -1.065 -1.497 1.606
H -1.739 -1.611 0.028
F 2.242 0.621 0.751
H 0.450 1.244 -2.946
F 0.329 1.778 1.247
C 0.101 -0.621 -0.221
H 0.885 0.085 2.113
C -1.150 -1.010 0.591
*
```

HOMO-LUMO gap = 10.74 eV
LUMO energy = 0.9 eV
E_tot = -11184.252 eV
HOMO energy = -9.9 eV
strongest force on any atom = 6.0 eV/A
energy relative to the best compared isomer or geometry (same formula, charge and spin) = 158.85 kJ/mol

No. 2
C4H7F3NiO4 | ωB97M-V with the def2-TZVPD basis set

Structure (ORCA input):
```
! RIJCOSX wB97M-V def2-TZVPD def2/J DEFGRID3
* xyz 0 3
Ni 2.112 -1.373 3.607
H 0.795 -0.682 -0.507
C -0.212 -0.514 -0.887
O 1.328 -1.008 1.959
C -0.304 1.817 -1.370
F -2.130 3.112 -2.069
F -0.342 4.150 -1.421
H 2.849 -3.143 2.248
O 0.795 1.852 -1.877
O 3.312 -3.026 3.090
H 0.837 -0.562 1.270
H -0.808 -2.492 -0.434
F -1.647 3.110 0.035
C -1.121 3.106 -1.205
O -0.849 0.742 -0.822
H -0.263 -0.860 -1.921
H -1.105 -1.361 0.960
H -2.123 -1.372 -0.538
C -1.125 -1.498 -0.118
*
```

HOMO-LUMO gap (spin up / spin down) = 8.47 / 8.16 eV
LUMO energy (spin up / spin down) = -1.6 / -1.7 eV
E_tot = -61643.907 eV
HOMO energy (spin up / spin down) = -10.1 / -9.8 eV
strongest force on any atom = 3.8 eV/A

No. 3
C4H7FN2 | ωB97M-V with the def2-TZVPD basis set

Structure (ORCA input):
```
! RIJCOSX wB97M-V def2-TZVPD def2/J DEFGRID3
* xyz 0 1
C -1.284 1.950 -1.640
H -0.528 2.546 -2.182
C 0.912 -1.256 2.354
H -0.033 -1.271 -1.743
F -1.511 0.628 0.257
N -0.617 1.409 -0.541
C 1.656 -1.252 1.150
N 1.020 -1.296 0.032
H 2.767 -1.658 1.093
H -1.962 1.144 -2.046
H -2.038 2.721 -1.255
C 0.417 -0.951 -0.921
H -0.096 -1.116 2.117
H 1.295 -1.596 3.325
*
```

HOMO-LUMO gap (spin up / spin down) = 6.35 / 9.09 eV
LUMO energy (spin up / spin down) = -0.1 / 0.4 eV
E_tot = -9951.233 eV
HOMO energy (spin up / spin down) = -6.5 / -8.7 eV
strongest force on any atom = 5.9 eV/A
energy relative to the best compared isomer or geometry (same formula, charge and spin) = 728.38 kJ/mol

No. 4
C4H7FN2S | ωB97M-V with the def2-TZVPD basis set

Structure (ORCA input):
```
! RIJCOSX wB97M-V def2-TZVPD def2/J DEFGRID3
* xyz 0 1
N 0.272 -0.194 -0.395
H 0.253 -1.486 -1.982
C 0.992 0.272 0.728
H -2.711 0.833 0.173
H 1.043 0.544 2.885
N -1.776 0.671 0.370
F -0.430 -0.688 2.260
H 1.883 0.861 0.507
C -1.024 0.235 -0.636
C 0.968 -0.791 -1.527
S -1.698 0.208 -2.164
H 1.238 -0.036 -2.289
H 1.860 -1.334 -1.218
H -1.475 0.802 1.298
C 0.605 0.102 1.989
*
```

SMILES = CN(/C=C\F)C(N)=S
HOMO-LUMO gap = 8.82 eV
LUMO energy = 0.7 eV
E_tot = -20793.605 eV
HOMO energy = -8.1 eV
strongest force on any atom = 1.8 eV/A
energy relative to the best compared isomer or geometry (same formula, charge and spin) = 90.04 kJ/mol

No. 5
C4H7FN2S | ωB97M-V with the def2-TZVPD basis set

Structure (ORCA input):
```
! RIJCOSX wB97M-V def2-TZVPD def2/J DEFGRID3
* xyz 0 1
C -0.510 -0.772 -1.631
H -2.397 0.299 2.902
H 2.108 0.390 1.837
H -1.367 -0.824 -2.263
F 1.708 -1.184 0.230
C -0.509 0.174 -0.517
H 0.072 -1.726 -1.739
N 0.259 0.371 -1.816
C 1.586 0.284 0.812
N -0.628 0.290 1.885
S -2.439 0.176 1.532
H 2.206 1.039 0.109
H 1.225 0.177 -1.824
H -1.417 0.815 -0.347
C 0.102 0.490 0.829
*
```

SMILES = FC/C(=N/S)[C@@H]1CN1
HOMO-LUMO gap = 9.26 eV
LUMO energy = 0.1 eV
E_tot = -20789.745 eV
HOMO energy = -9.2 eV
strongest force on any atom = 4.7 eV/A
energy relative to the best compared isomer or geometry (same formula, charge and spin) = 462.46 kJ/mol

No. 6
C4H7FN2S | ωB97M-V with the def2-TZVPD basis set

Structure (ORCA input):
```
! RIJCOSX wB97M-V def2-TZVPD def2/J DEFGRID3
* xyz 0 1
N 0.002 -0.676 0.278
H -0.766 0.288 2.073
H 0.553 -1.612 -0.105
C -0.051 -1.746 2.441
H 0.239 3.822 -0.283
S -0.151 2.900 -1.404
H -0.059 -1.833 3.611
H -0.697 0.803 -2.664
C -0.335 -0.664 1.722
N -0.062 1.545 -0.163
C -0.021 0.180 -2.031
H -0.294 -0.897 -2.483
C 0.079 0.311 -0.581
H 1.001 0.465 -2.379
F 0.561 -2.886 1.968
*
```

SMILES = C/C(=N\S)N/C=C\F
HOMO-LUMO gap = 8.76 eV
LUMO energy = 0.7 eV
E_tot = -20791.092 eV
HOMO energy = -8.1 eV
strongest force on any atom = 6.7 eV/A
energy relative to the best compared isomer or geometry (same formula, charge and spin) = 332.49 kJ/mol

No. 7
C4H7FOS | ωB97M-V with the def2-TZVPD basis set

Structure (ORCA input):
```
! RIJCOSX wB97M-V def2-TZVPD def2/J DEFGRID3
* xyz 0 1
S -2.327 -0.579 -1.071
H 2.473 0.964 -0.404
H 1.403 0.381 -1.672
H 0.472 -1.572 1.526
O -3.663 -0.336 -0.595
H 1.054 1.909 -0.864
C 0.619 0.163 0.309
F -1.831 -2.061 -0.440
H 1.992 -1.445 0.507
C 1.432 0.902 -0.718
C 1.055 -1.017 0.813
H -1.156 0.278 1.521
C -0.611 0.716 0.705
H -0.912 1.697 0.382
*
```

HOMO-LUMO gap (spin up / spin down) = 8.22 / 7.16 eV
LUMO energy (spin up / spin down) = -0.5 / -0.9 eV
E_tot = -19858.928 eV
HOMO energy (spin up / spin down) = -8.7 / -8.1 eV
strongest force on any atom = 1.8 eV/A
energy relative to the best compared isomer or geometry (same formula, charge and spin) = 212.79 kJ/mol

No. 8
C4H7FS | ωB97M-V with the def2-TZVPD basis set

Structure (ORCA input):
```
! RIJCOSX wB97M-V def2-TZVPD def2/J DEFGRID3
* xyz 0 1
F 0.190 1.926 -0.446
C -1.432 0.457 0.188
H 0.260 1.171 1.441
H -0.969 -1.303 -0.795
H -2.701 -1.130 -0.232
H 0.724 -0.585 -0.908
C -1.680 -0.741 -0.221
H -2.078 1.220 0.476
H 3.062 -0.736 -0.899
C 0.044 0.875 0.427
C 1.017 -0.248 0.122
H 0.842 -1.071 0.828
S 2.722 0.165 0.019
*
```

SMILES = C=C[C@H](F)CS
HOMO-LUMO gap = 9.99 eV
LUMO energy = 0.8 eV
E_tot = -17812.638 eV
HOMO energy = -9.1 eV
strongest force on any atom = 4.0 eV/A
energy relative to the best compared isomer or geometry (same formula, charge and spin) = 164.36 kJ/mol

No. 9
C4H7FS | ωB97M-V with the def2-TZVPD basis set

Structure (ORCA input):
```
! RIJCOSX wB97M-V def2-TZVPD def2/J DEFGRID3
* xyz 0 1
C 2.041 -0.214 0.620
H 1.837 1.030 0.725
H 2.962 -0.523 0.124
H -2.174 -1.515 -0.696
C -0.830 -0.036 -0.003
C -1.951 -0.975 0.295
H 1.687 -0.445 1.680
C -0.858 1.242 0.205
H -2.919 -0.451 0.485
H -1.628 1.961 0.650
F 0.168 1.900 -0.373
S 0.631 -0.964 -0.450
H -1.783 -1.838 0.880
*
```

SMILES = CS/C(C)=C\F
HOMO-LUMO gap = 9.37 eV
LUMO energy = 0.9 eV
E_tot = -17811.955 eV
HOMO energy = -8.4 eV
strongest force on any atom = 5.3 eV/A
energy relative to the best compared isomer or geometry (same formula, charge and spin) = 230.27 kJ/mol

No. 10
C4H7GdLiO2 | ωB97M-V with the def2-TZVPD basis set

Structure (ORCA input):
```
! RIJCOSX wB97M-V def2-TZVPD def2/J DEFGRID3
* xyz 2 9
O -0.070 0.496 0.183
H 5.908 -0.134 0.670
C 0.585 0.507 -0.865
Gd -0.988 -1.053 4.086
H 3.952 -1.437 0.104
H 0.047 0.790 -1.791
H 2.076 0.639 1.159
O 5.080 -0.048 1.153
C 2.056 0.296 -0.924
C 4.022 -0.377 0.369
H 2.221 -0.676 -1.410
Li -1.814 -0.032 0.569
C 2.843 0.503 0.376
H 2.429 1.032 -1.659
H 3.240 1.453 1.024
*
```

HOMO-LUMO gap (spin up / spin down) = 3.57 / 6.58 eV
LUMO energy (spin up / spin down) = -9.0 / -8.3 eV
E_tot = -29374.826 eV
HOMO energy (spin up / spin down) = -12.5 / -14.9 eV
strongest force on any atom = 3.5 eV/A
energy relative to the best compared isomer or geometry (same formula, charge and spin) = 116.01 kJ/mol

No. 11
C4H7HgO2 | ωB97M-V with the def2-TZVPD basis set

Structure (ORCA input):
```
! RIJCOSX wB97M-V def2-TZVPD def2/J DEFGRID3
* xyz 0 2
C -0.338 -0.560 -0.675
Hg -0.008 2.058 -1.285
O 1.691 1.451 -0.188
H -2.456 -0.674 -0.304
H -1.981 1.521 1.027
H -0.535 -1.232 -1.518
H -1.452 -0.525 1.186
H 2.960 -0.056 0.310
H 1.473 -1.709 -0.336
C -1.549 -0.218 0.126
O -1.760 1.233 0.138
C 0.915 -0.830 0.032
H 1.138 -0.739 1.272
C 1.904 0.280 0.213
*
```

HOMO-LUMO gap (spin up / spin down) = 7.17 / 6.50 eV
LUMO energy (spin up / spin down) = 0.5 / -0.8 eV
E_tot = -12526.344 eV
HOMO energy (spin up / spin down) = -6.6 / -7.3 eV
strongest force on any atom = 5.2 eV/A
energy relative to the best compared isomer or geometry (same formula, charge and spin) = 194.38 kJ/mol

No. 12
C4H7IN2 | ωB97M-V with the def2-TZVPD basis set

Structure (ORCA input):
```
! RIJCOSX wB97M-V def2-TZVPD def2/J DEFGRID3
* xyz 0 1
C 1.875 -1.643 -0.023
H 1.299 -0.011 -1.167
H -0.254 1.546 -1.507
C -0.979 1.465 -0.716
C 1.223 -0.522 -0.244
N 0.568 0.115 0.816
N -1.502 0.115 -0.406
H 0.478 -0.637 1.487
H 2.563 -2.172 -0.587
H -1.189 1.005 1.489
C -0.755 0.746 0.588
H -1.691 2.232 -0.712
H 1.793 -2.173 0.914
I -3.429 -0.067 0.068
*
```

HOMO-LUMO gap = 8.47 eV
LUMO energy = 0.0 eV
E_tot = -15339.252 eV
HOMO energy = -8.4 eV
strongest force on any atom = 4.4 eV/A
energy relative to the best compared isomer or geometry (same formula, charge and spin) = 277.21 kJ/mol

No. 13
C4H7INO | ωB97M-V with the def2-TZVPD basis set

Structure (ORCA input):
```
! RIJCOSX wB97M-V def2-TZVPD def2/J DEFGRID3
* xyz 1 1
C 0.419 -2.101 -0.294
H -0.329 -2.734 0.311
C -0.281 1.611 0.395
N -0.167 0.157 0.706
H -0.123 2.238 1.184
H 1.171 2.376 -0.533
C -1.498 0.717 0.324
O 0.390 1.908 -0.757
H -1.846 0.481 -0.692
H 1.276 -2.648 -0.617
C 0.612 -0.692 0.181
H -2.191 0.869 1.185
I 2.653 -0.098 -0.090
H -0.087 -2.082 -1.304
*
```

SMILES = C/C(I)=[N+]1\C[C@@H]1O
HOMO-LUMO gap = 9.27 eV
LUMO energy = -5.0 eV
E_tot = -15890.329 eV
HOMO energy = -14.3 eV
strongest force on any atom = 3.4 eV/A
energy relative to the best compared isomer or geometry (same formula, charge and spin) = 160.14 kJ/mol

No. 14
C4H7LuO3 | ωB97M-V with the def2-TZVPD basis set

Structure (ORCA input):
```
! RIJCOSX wB97M-V def2-TZVPD def2/J DEFGRID3
* xyz 1 2
H -0.822 -0.277 1.167
H -2.618 1.187 -0.858
Lu 4.121 0.732 0.447
C 1.147 0.336 -0.327
H 1.847 -1.661 -1.272
H -1.392 -1.017 -0.349
H 0.805 -1.825 0.297
O 2.505 -0.816 0.660
O -0.110 0.596 -0.573
H -3.238 0.278 0.541
C -1.174 -0.064 0.149
C -2.378 0.842 0.156
O 1.954 1.242 -0.568
H -2.217 1.712 0.805
C 1.572 -1.263 -0.275
*
```

HOMO-LUMO gap (spin up / spin down) = 7.51 / 7.35 eV
LUMO energy (spin up / spin down) = -4.4 / -5.7 eV
E_tot = -44014.737 eV
HOMO energy (spin up / spin down) = -11.9 / -13.1 eV
strongest force on any atom = 5.9 eV/A

No. 15
C4H7N | ωB97M-V with the def2-TZVPD basis set

Structure (ORCA input):
```
! RIJCOSX wB97M-V def2-TZVPD def2/J DEFGRID3
* xyz 0 1
C 0.572 0.449 -0.140
N 1.803 0.014 0.312
C -1.972 0.359 -0.085
C -0.579 -0.119 0.208
H -1.844 1.262 -0.532
H 3.805 -0.036 -0.056
H -2.651 0.534 0.840
H 0.486 1.368 -0.632
H 3.042 1.424 -0.780
H -2.470 -0.504 -0.708
H -0.503 -1.147 0.807
C 2.843 0.446 -0.255
*
```

SMILES = C=N/C=C/C
HOMO-LUMO gap = 9.83 eV
LUMO energy = 0.9 eV
E_tot = -5749.317 eV
HOMO energy = -9.0 eV
strongest force on any atom = 4.3 eV/A
energy relative to the best compared isomer or geometry (same formula, charge and spin) = 202.62 kJ/mol

No. 16
C4H7N | ωB97M-V with the def2-TZVPD basis set

Structure (ORCA input):
```
! RIJCOSX wB97M-V def2-TZVPD def2/J DEFGRID3
* xyz 0 1
C 0.064 -1.531 0.063
H -1.344 1.317 1.157
H -0.524 -1.560 1.008
H 2.014 0.869 -1.502
C -1.154 1.121 0.187
H 0.768 -2.259 0.262
H -1.979 0.699 -0.247
H -0.492 -1.740 -0.787
C 1.530 0.477 -0.627
C 0.435 -0.102 -0.007
N 1.631 0.516 0.629
H -0.950 2.191 -0.138
*
```

HOMO-LUMO gap = 10.49 eV
LUMO energy = 1.1 eV
E_tot = -5747.234 eV
HOMO energy = -9.4 eV
strongest force on any atom = 5.6 eV/A
energy relative to the best compared isomer or geometry (same formula, charge and spin) = 403.57 kJ/mol

No. 17
C4H7N | ωB97M-V with the def2-TZVPD basis set

Structure (ORCA input):
```
! RIJCOSX wB97M-V def2-TZVPD def2/J DEFGRID3
* xyz 0 1
N -0.916 0.962 2.365
H -0.694 -1.658 0.219
C -0.341 0.816 -1.075
H -0.206 1.914 -1.103
H 0.155 0.333 -1.940
H -1.439 0.528 -1.069
H 1.383 0.661 0.183
C -0.362 0.688 1.398
C 0.326 0.279 0.202
H 0.812 -1.557 1.125
C 0.287 -1.258 0.240
H 0.993 -1.707 -0.545
*
```

SMILES = CC(C)C#N
HOMO-LUMO gap = 12.41 eV
LUMO energy = 0.9 eV
E_tot = -5751.114 eV
HOMO energy = -11.5 eV
strongest force on any atom = 3.3 eV/A
energy relative to the best compared isomer or geometry (same formula, charge and spin) = 29.23 kJ/mol